Entry 1:
C8H16IrN3O5PS3 as an isolated structure at a distorted geometry. Source: the Open Molecules 2025 dataset; level of theory: the ωB97M-V functional and the def2-TZVPD basis.

Geometry (Å):
Ir -0.136 0.855 0.086
O 0.829 0.568 -2.453
S 1.034 -0.664 -1.551
O 1.689 -1.701 -2.237
O -0.346 -0.983 -1.012
O 1.740 -0.075 -0.360
C -0.393 0.981 5.356
N -1.233 2.119 4.747
C -2.706 1.688 4.791
N -2.874 0.444 4.131
C -2.066 -0.601 4.757
N -0.655 -0.242 4.689
C -0.122 -0.304 3.340
P -0.974 0.930 2.232
C -0.804 2.423 3.349
C -2.737 0.502 2.687
H -0.664 0.906 6.409
H 0.658 1.256 5.266
H -1.116 2.961 5.317
H -3.306 2.471 4.328
H -2.982 1.593 5.842
H -2.234 -1.549 4.249
H -2.370 -0.710 5.798
H -0.266 -1.305 2.927
H 0.953 -0.113 3.346
H -1.415 3.239 2.960
H 0.231 2.767 3.354
H -2.997 -0.462 2.248
H -3.421 1.248 2.277
C -3.361 3.319 -3.715
O -2.248 3.343 -2.789
C -1.396 2.381 -2.758
S -1.441 1.033 -3.741
S -0.096 2.694 -1.608
H -4.154 2.688 -3.316
H -3.055 2.952 -4.694
H -3.703 4.345 -3.790

Summary:
**<S²>**: 8.771
**Calculated total energy**: -67874.945 eV
**Charge**: +2
**Energy relative to the best compared isomer or geometry (same formula, charge and spin)**: 70.10 kJ/mol
**Spin multiplicity**: 6
**Lowest unoccupied orbital energy (alpha / beta)**: -6.755 / -9.462 eV

Entry 2:
C8H16LiO6P as an isolated structure at a distorted geometry. Source: the Open Molecules 2025 dataset; level of theory: the ωB97M-V functional and the def2-TZVPD basis.

Geometry (Å):
Li 0.338 -0.162 -0.885
P 1.548 -0.818 -2.125
O 1.830 0.158 -0.949
O 0.022 -1.089 -2.048
O 2.358 -2.145 -2.217
O 1.735 -0.263 -3.571
C 2.003 -1.532 1.246
C 1.735 -0.292 2.115
C 0.783 0.522 1.193
O 0.016 -0.486 0.459
C 0.627 -1.737 0.717
H 2.298 -2.375 1.871
H 2.665 -1.301 0.411
H 2.618 0.283 2.394
H 1.260 -0.581 3.052
H 1.432 1.054 0.497
H 0.121 1.165 1.772
H 0.494 -2.394 -0.142
H -0.040 -2.179 1.457
C -2.619 0.398 -0.215
C -2.019 1.545 0.567
C -0.764 1.963 -0.286
O -0.685 0.960 -1.333
C -1.986 0.417 -1.554
H -3.708 0.372 -0.243
H -2.399 -0.569 0.236
H -1.847 1.344 1.624
H -2.715 2.384 0.599
H 0.116 1.974 0.356
H -0.808 2.977 -0.683
H -1.810 -0.546 -2.032
H -2.599 0.952 -2.280

Summary:
**Calculated total energy**: -30330.123 eV
**Charge**: -2
**Energy relative to the best compared isomer or geometry (same formula, charge and spin)**: 620.74 kJ/mol
**Spin multiplicity**: 1
**Lowest unoccupied orbital energy**: 4.742 eV